[1]
{
  "formula": "C16H31O8Rb",
  "method": "ωB97M-V with the def2-TZVPD basis set",
  "spin_multiplicity": 1,
  "e_above_lowest_kj_mol": 88.7,
  "homo_ev": -8.7,
  "e_lumo_ev": -1.09,
  "species": ["Rb", "O", "C", "O", "O", "H", "C", "C", "O", "C", "H", "H", "H", "H", "H", "H", "C", "C", "O", "C", "H", "H", "H", "H", "H", "H", "C", "C", "O", "C", "H", "H", "H", "H", "H", "H", "C", "C", "O", "C", "H", "H", "H", "H", "H", "H", "C", "C", "O", "C", "H", "H", "H", "H", "H", "H"],
  "coordinates": [[2.5029, -3.2459, 3.3513], [0.5050, 0.2236, 0.7949], [1.0784, -0.9009, 1.4114], [0.4914, -1.2799, 2.4710], [2.1022, -1.4338, 0.9635], [-0.0451, 0.2864, 1.6096], [-1.7104, 0.7604, -1.4196], [-1.7911, 1.3040, -2.8140], [-1.0008, 2.1161, -3.2325], [-2.7850, 0.6453, -3.7513], [-1.4661, -0.3015, -1.4047], [-2.6772, 0.8265, -0.9061], [-1.0082, 1.3292, -0.8183], [-2.6846, -0.4425, -3.7613], [-2.5475, 0.9736, -4.7613], [-3.7987, 0.8910, -3.4334], [0.6709, -1.9355, -2.5341], [1.8746, -2.1970, -3.4300], [2.8799, -1.5382, -3.3713], [1.7354, -3.3729, -4.3851], [0.9869, -1.1240, -1.8797], [0.5036, -2.8556, -1.9769], [-0.1482, -1.5984, -3.1691], [1.7640, -4.2990, -3.8139], [2.6587, -3.3675, -4.9697], [0.9037, -3.1765, -5.0574], [-2.5323, -1.9672, 0.7894], [-3.5038, -2.4343, 1.8262], [-4.6803, -2.5701, 1.5754], [-2.9813, -2.8943, 3.1671], [-2.1471, -0.9791, 1.0480], [-2.9588, -1.9239, -0.2101], [-1.6859, -2.6554, 0.7148], [-2.3316, -2.1019, 3.5501], [-2.3993, -3.7997, 2.9628], [-3.7248, -3.1751, 3.9048], [-0.4136, 3.8358, 3.5274], [-1.3244, 2.6720, 3.1761], [-2.0782, 2.7081, 2.2367], [-1.3110, 1.5212, 4.1651], [-0.6794, 4.3358, 4.4590], [-0.5766, 4.5840, 2.7493], [0.6205, 3.4945, 3.5362], [-0.4201, 1.6020, 4.7860], [-1.4294, 0.5724, 3.6483], [-2.1409, 1.6935, 4.8572], [5.0400, 2.7750, -0.3919], [4.2221, 1.5070, -0.5241], [4.7236, 0.4229, -0.3607], [2.7849, 1.7071, -0.8836], [4.4378, 3.6123, -0.0257], [5.3643, 3.0805, -1.3914], [5.9052, 2.7145, 0.2639], [2.2144, 2.2049, -0.0942], [2.2888, 0.7588, -1.0570], [2.7224, 2.4123, -1.7174]]
}

---

[2]
{
  "formula": "C16H32AsBF6N8O2S3Sn",
  "method": "ωB97M-V with the def2-TZVPD basis set",
  "charge": 1,
  "s_squared": 0.7696,
  "spin_multiplicity": 2,
  "e_above_lowest_kj_mol": 53.6,
  "homo_ev": [-10.3, -10.3],
  "e_lumo_ev": [-2.17, -5.28],
  "species": ["Sn", "C", "C", "N", "C", "C", "S", "C", "C", "N", "H", "H", "H", "H", "H", "H", "H", "H", "H", "H", "H", "H", "H", "H", "C", "N", "C", "C", "N", "B", "N", "C", "C", "N", "C", "C", "S", "C", "S", "H", "H", "H", "H", "H", "H", "H", "H", "H", "H", "H", "H", "C", "O", "C", "O", "N", "N", "H", "H", "H", "H", "H", "H", "F", "As", "F", "F", "F", "F", "F"],
  "coordinates": [[-0.3039, 1.4755, 0.2031], [-2.5787, 2.3639, 2.8883], [-1.3176, 3.2063, 3.1527], [-0.0723, 2.5584, 2.7057], [0.5443, 1.6206, 3.6458], [-0.2298, 0.3144, 3.8105], [-0.6582, -0.5442, 2.2486], [-2.4803, -0.6418, 2.3154], [-3.2176, 0.4174, 1.4958], [-2.5733, 1.7272, 1.5615], [-3.4446, 3.0183, 2.9996], [-2.6775, 1.5879, 3.6459], [-1.2695, 3.4429, 4.2205], [-1.4076, 4.1407, 2.6059], [0.6075, 3.2848, 2.5173], [0.6469, 2.0648, 4.6417], [1.5396, 1.3961, 3.2668], [-1.1580, 0.4591, 4.3573], [0.3876, -0.3770, 4.3815], [-2.7493, -0.6250, 3.3703], [-2.7366, -1.6275, 1.9284], [-4.2568, 0.4425, 1.8418], [-3.2222, 0.1198, 0.4468], [-3.0293, 2.3361, 0.8941], [2.6083, -3.9275, 1.5836], [1.4844, -4.2188, 0.7032], [0.4380, -5.0229, 1.0079], [-0.3957, -5.0195, -0.0803], [0.1410, -4.2332, -1.0393], [-0.5114, -4.1646, -2.4680], [-0.4751, -2.7670, -3.1756], [-0.4636, -2.6931, -4.5553], [-0.6668, -1.4095, -4.9173], [-0.7886, -0.6864, -3.7486], [-1.0774, 0.7396, -3.6436], [-0.6623, -1.5234, -2.6963], [-0.6831, -1.0355, -1.0497], [1.3138, -3.7421, -0.5714], [2.3381, -2.6349, -1.3029], [2.5965, -4.6419, 2.4008], [2.5319, -2.9183, 1.9809], [3.5388, -4.0241, 1.0352], [0.3466, -5.5185, 1.9616], [-1.3373, -5.5249, -0.2275], [0.0805, -4.9464, -3.1713], [-1.6681, -4.4763, -2.3241], [-0.3220, -3.5703, -5.1654], [-0.7345, -0.9547, -5.8920], [-1.1548, 1.1590, -4.6429], [-0.2965, 1.2625, -3.0991], [-2.0125, 0.9012, -3.1161], [5.5383, 0.9102, 0.0304], [4.3042, 0.7300, 0.7457], [3.1446, 1.0724, 0.1941], [2.1135, 0.9054, 0.8479], [3.2025, 1.6235, -1.0417], [2.0068, 1.8795, -1.7107], [6.3180, 0.5907, 0.7099], [5.6920, 1.9586, -0.2228], [5.5629, 0.2867, -0.8643], [4.0542, 1.5802, -1.5717], [1.8916, 1.2381, -2.4844], [1.9782, 2.8337, -2.0444], [-2.4200, 2.3051, -1.3474], [-2.0789, 4.0386, -1.6844], [-1.3974, 4.1298, -0.0542], [-3.6135, 4.3973, -1.0184], [-2.6667, 3.7989, -3.2673], [-1.6631, 5.6589, -1.9648], [-0.4782, 3.4925, -2.1834]]
}

---

[3]
{
  "formula": "C16H32Br10Cl6",
  "method": "ωB97M-V with the def2-TZVPD basis set",
  "smiles": "BrCCBr.BrCCBr.BrCCBr.BrCCBr.BrCCBr.ClCCCl.ClCCCl.ClCCCl",
  "spin_multiplicity": 1,
  "e_above_lowest_kj_mol": 31.6,
  "homo_ev": -9.9,
  "e_lumo_ev": 0.22,
  "species": ["Cl", "C", "C", "Cl", "H", "H", "H", "H", "Cl", "C", "C", "Cl", "H", "H", "H", "H", "Cl", "C", "C", "Cl", "H", "H", "H", "H", "Br", "C", "C", "Br", "H", "H", "H", "H", "Br", "C", "C", "Br", "H", "H", "H", "H", "Br", "C", "C", "Br", "H", "H", "H", "H", "Br", "C", "C", "Br", "H", "H", "H", "H", "Br", "C", "C", "Br", "H", "H", "H", "H"],
  "coordinates": [[3.1454, -3.8809, 18.3779], [4.3555, -2.9954, 19.3513], [3.8027, -2.8848, 20.7134], [5.1040, -2.2910, 21.9005], [4.5635, -2.0539, 18.7688], [5.2330, -3.5933, 19.2846], [3.3500, -3.8205, 21.0714], [3.0554, -2.1704, 20.6421], [12.1966, 0.7098, 16.9098], [11.9237, -0.8465, 15.9910], [10.6009, -1.5496, 16.5679], [9.1752, -0.9884, 15.6462], [12.7379, -1.4943, 16.2651], [11.7445, -0.5781, 14.9901], [10.4598, -1.3261, 17.6297], [10.7811, -2.6196, 16.4113], [10.6383, -3.7474, 20.7315], [9.8761, -5.1358, 21.5811], [8.4086, -4.8956, 22.0591], [8.3374, -4.1606, 23.6622], [10.5115, -5.3911, 22.4144], [9.9693, -5.9196, 20.8892], [7.8093, -5.8384, 22.0008], [7.9079, -4.2382, 21.4147], [13.1072, 2.2768, 22.5633], [11.4308, 1.7734, 23.4036], [10.9304, 2.9864, 24.1257], [9.1572, 2.6059, 24.8850], [11.5621, 0.9631, 24.1418], [10.7235, 1.3567, 22.6680], [10.7399, 3.8860, 23.5407], [11.5168, 3.1991, 25.0152], [12.4025, -5.0392, 27.7239], [11.1408, -3.7272, 26.9908], [11.7263, -2.9134, 25.8645], [10.4038, -1.5376, 25.1361], [10.7877, -3.1804, 27.8911], [10.3969, -4.4048, 26.5889], [11.9700, -3.6186, 25.0971], [12.5072, -2.2347, 26.1613], [9.6264, 3.7298, 15.9061], [9.6727, 2.7875, 17.5865], [8.7795, 3.4915, 18.6125], [9.5536, 5.1365, 19.4688], [10.7074, 2.8684, 18.0467], [9.3051, 1.7921, 17.4579], [8.6549, 2.8265, 19.4667], [7.8125, 3.8058, 18.2170], [4.0589, 2.4865, 23.7481], [4.5605, 1.3191, 25.1956], [5.7096, 0.5136, 24.6283], [6.6579, -0.3369, 26.0985], [3.7165, 0.6435, 25.5199], [4.9241, 1.8898, 26.0419], [6.3703, 1.2542, 24.3071], [5.3434, -0.1769, 23.8424], [7.6375, -1.0045, 19.0641], [7.6683, 0.0788, 20.6853], [8.9749, 0.0478, 21.3546], [10.4637, 0.6178, 20.1921], [6.8766, -0.3397, 21.3379], [7.2841, 1.0796, 20.3242], [9.2791, -0.9525, 21.4710], [9.1065, 0.6472, 22.2543]]
}

---

[4]
{
  "formula": "C16H32Cl8O6",
  "method": "ωB97M-V with the def2-TZVPD basis set",
  "charge": -1,
  "s_squared": 0.7504,
  "spin_multiplicity": 2,
  "homo_ev": [0.7, -8.4],
  "e_lumo_ev": [2.25, 2.19],
  "species": ["Cl", "C", "C", "Cl", "H", "H", "H", "H", "Cl", "C", "C", "Cl", "H", "H", "H", "H", "Cl", "C", "C", "Cl", "H", "H", "H", "H", "Cl", "C", "C", "Cl", "H", "H", "H", "H", "C", "C", "O", "C", "O", "O", "C", "H", "H", "H", "H", "H", "H", "H", "H", "C", "C", "O", "C", "O", "O", "C", "H", "H", "H", "H", "H", "H", "H", "H"],
  "coordinates": [[3.5986, -2.4006, -3.1185], [2.9639, -3.9927, -3.3729], [1.8338, -4.3883, -2.3847], [0.9109, -5.7811, -3.1142], [3.8516, -4.6229, -3.3179], [2.5785, -4.0481, -4.3910], [1.0934, -3.5885, -2.3968], [2.2280, -4.5598, -1.3831], [1.2802, -3.7969, 2.0564], [2.3303, -3.0209, 3.2525], [2.6744, -4.1553, 4.1978], [3.3638, -3.5266, 5.6860], [1.7947, -2.1631, 3.6593], [3.2288, -2.6338, 2.7718], [3.4884, -4.8123, 3.8915], [1.7894, -4.7198, 4.4913], [-6.5655, 2.1467, -1.7164], [-4.9546, 1.3614, -1.4237], [-5.0421, 0.0246, -0.6039], [-5.3327, 0.4187, 1.1095], [-4.2855, 2.0993, -0.9812], [-4.5211, 1.1703, -2.4054], [-4.0609, -0.4497, -0.6259], [-5.8822, -0.5356, -1.0145], [-1.3177, 0.1046, 0.1216], [-0.1858, -1.1074, -0.2528], [-0.8782, -2.4561, -0.0903], [-2.0128, -2.7442, -1.4799], [0.7209, -0.9016, 0.3162], [0.1183, -0.9888, -1.2928], [-1.3769, -2.4454, 0.8789], [-0.1640, -3.2786, -0.1298], [-1.1604, 4.3807, 2.0981], [0.1551, 3.4797, 2.0119], [-0.2703, 2.1915, 2.3831], [0.6299, 1.1718, 2.6793], [1.8581, 1.1611, 2.4337], [0.0045, 0.0279, 3.1665], [-1.3222, -0.0058, 3.7617], [-1.4771, 4.4623, 3.1379], [-2.0711, 4.0420, 1.6042], [-0.9365, 5.3939, 1.7643], [0.9423, 3.7733, 2.7063], [0.5198, 3.3779, 0.9897], [-1.6400, -0.9759, 3.3797], [-1.9752, 0.6557, 3.1925], [-1.3840, 0.0739, 4.8470], [-1.3696, 2.0248, -2.9358], [-0.7037, 2.9738, -1.9586], [0.5965, 2.4995, -1.6085], [1.6413, 2.7394, -2.3795], [1.6773, 3.2618, -3.4949], [2.7443, 2.2895, -1.7131], [3.9725, 2.1420, -2.4472], [-2.4445, 2.0355, -2.7553], [-1.1660, 0.9780, -2.7101], [-1.0549, 2.2925, -3.9444], [-1.2204, 2.9828, -0.9989], [-0.7929, 3.9878, -2.3484], [4.1009, 2.7296, -3.3562], [4.1640, 1.0948, -2.6812], [4.7142, 2.5508, -1.7610]]
}

---

no.,E_tot (eV)
1,-34130.269
2,-149284.530
3,-792670.676
4,-129574.380